1.
12
Properties=species:S:1:pos:R:3:forces:R:3 method="wB97M-V/def2-TZVPD" e_above_lowest_kj_mol=712.00 e_homo_ev=-9.171 smiles="O/N=c1/[nH]cnn1O"
O -1.584404 1.498547 0.942265 -2.49 -2.17 -0.80
N -1.936013 0.017053 0.291060 4.19 3.14 1.56
C -0.681261 -0.231452 0.005791 -2.21 -0.12 -3.07
N -0.173858 -1.224079 -0.810866 -2.51 -3.30 -4.22
C 1.157566 -0.921995 -1.143036 -2.21 -1.51 0.78
N 1.593959 0.067112 -0.444841 0.63 -0.39 -2.04
N 0.425969 0.683148 0.041939 1.01 -0.85 2.94
O 0.621586 0.697737 1.522592 1.40 3.80 0.83
H -0.700171 1.305782 1.334159 -2.24 0.14 0.27
H -0.787936 -1.877483 -1.713408 2.12 2.98 4.30
H 1.418857 -1.746062 -1.860890 1.57 1.63 0.77
H 0.645706 1.731691 1.835235 0.76 -3.34 -1.30

***

2.
17
Properties=species:S:1:pos:R:3:forces:R:3 method="wB97M-V/def2-TZVPD" e_above_lowest_kj_mol=151.77 e_homo_ev=-8.396 smiles=CN1CC1(C)C
C -0.800918 0.781155 1.850151 -0.14 -0.03 0.07
N 0.203714 0.267135 0.949955 0.05 0.17 0.07
C 0.669279 -1.054791 0.676741 0.16 -0.21 0.07
C 0.237518 -0.136945 -0.431699 0.03 0.03 -0.17
C -0.944920 -0.630231 -1.260651 -0.06 0.06 0.09
C 1.245434 0.688993 -1.208005 0.06 -0.02 -0.04
H -0.530235 1.818410 2.098220 -0.20 -0.22 -0.08
H -1.836620 0.787359 1.477096 0.19 -0.20 -0.08
H -0.770685 0.219555 2.790159 -0.06 0.01 -0.17
H 0.017944 -1.920149 0.845755 0.07 0.22 0.03
H 1.724631 -1.251176 0.874173 -0.12 0.05 -0.01
H -0.538600 -1.114763 -2.160338 -0.11 0.11 0.21
H -1.609379 0.171976 -1.601393 0.13 -0.01 0.11
H -1.543245 -1.384888 -0.738103 0.06 0.24 0.01
H 1.686887 0.159878 -2.059383 -0.11 0.00 0.09
H 0.755125 1.596591 -1.584096 0.09 -0.14 0.00
H 2.034071 1.001890 -0.518581 -0.03 -0.07 -0.19

***

3.
14
Properties=species:S:1:pos:R:3:forces:R:3 method="wB97M-V/def2-TZVPD" e_above_lowest_kj_mol=260.40 e_homo_ev=-15.083 smiles="C=C[C@@]1([NH3+])CO1" total_charge=+1
C 1.967413 0.224689 -0.024154 0.90 3.31 -0.57
C 0.890577 0.982948 -0.244045 -1.39 -3.73 1.50
C -0.478333 0.296484 -0.035893 -0.47 0.04 -0.75
N -0.263601 -1.262514 -0.244218 2.17 2.93 -1.35
C -1.729426 0.614670 0.725268 0.73 -2.23 -2.42
O -1.628278 0.642706 -0.742780 1.06 0.84 0.40
H 2.942375 0.730114 -0.011791 -0.38 -0.36 -0.21
H 2.020020 -0.799164 0.140326 -0.03 -1.56 0.49
H 0.894407 1.998366 -0.428162 0.04 1.95 -0.27
H 0.197113 -1.705430 0.517024 -0.73 -1.21 1.20
H 0.491625 -1.276861 -0.938029 0.30 0.25 -0.12
H -0.959580 -1.635760 -0.836674 -2.06 -1.17 0.38
H -2.307059 -0.267919 0.862007 -0.40 -0.54 1.24
H -2.037255 1.457670 1.261121 0.26 1.50 0.48

***

4.
113
Properties=species:S:1:pos:R:3:forces:R:3 method="wB97M-V/def2-TZVPD" e_homo_ev=-6.771 total_charge=-1
N -6.959200 -13.974440 -13.036280 -0.01 1.08 0.44
H -6.475390 -14.332940 -12.225410 0.58 -0.78 1.10
H -7.473720 -13.184510 -12.673810 -0.57 0.76 -0.25
H -7.567340 -14.694310 -13.399660 -0.70 -0.86 -0.50
H -6.215320 -13.649240 -13.637110 0.00 0.08 -0.79
C -4.395970 -12.677060 -14.156310 1.75 1.67 1.07
O -3.245990 -12.276270 -13.832230 1.38 1.82 1.05
O -5.459690 -11.993490 -14.060750 -1.06 2.30 0.49
O -4.496330 -13.812100 -14.566480 -0.92 -5.48 -1.99
C -5.189930 -18.671530 -12.925330 -0.88 0.58 -0.29
O -6.364870 -18.132700 -13.580660 -0.16 -0.96 0.13
C -6.143130 -16.988560 -14.378810 0.32 0.87 0.92
C -7.418490 -16.446170 -15.043840 0.99 -2.51 0.69
N -8.379040 -16.101000 -13.994870 0.25 0.75 -1.13
C -9.619090 -15.712550 -14.614630 -1.24 -0.13 1.37
C -10.755790 -15.688790 -13.535330 -0.90 -1.00 -0.93
O -10.980390 -17.009050 -12.919480 0.88 1.71 -1.23
C -12.004030 -17.018940 -11.948480 0.57 -1.23 -0.72
H -4.444010 -19.076580 -13.609160 -0.15 -0.04 -0.30
H -5.570200 -19.451840 -12.266080 0.13 0.01 -0.08
H -4.674740 -17.914560 -12.333990 -0.02 0.23 0.12
H -5.299410 -17.194010 -15.037610 -0.09 0.38 -0.38
H -5.900350 -16.195890 -13.671110 0.88 0.28 -0.08
H -7.774540 -17.273890 -15.657200 -0.52 -0.12 -0.29
H -7.161330 -15.656590 -15.749910 -0.14 0.49 0.47
H -8.543030 -16.820490 -13.305270 0.27 -0.44 -0.22
H -9.860310 -16.357500 -15.459580 -0.45 -0.62 0.16
H -9.532160 -14.754100 -15.126410 0.06 0.51 0.48
H -11.681920 -15.444830 -14.055780 -0.21 0.06 -0.28
H -10.698520 -14.917620 -12.767140 0.77 -0.06 0.18
H -13.013000 -16.893930 -12.341470 -0.08 0.92 -0.26
H -11.736580 -16.354210 -11.127070 -0.37 -0.15 0.26
H -12.021170 -18.087580 -11.734460 0.08 0.10 1.08
C -9.389370 -13.970540 -10.256710 -0.20 0.34 -0.62
O -8.461720 -14.997940 -10.522810 0.81 0.50 0.07
C -7.511820 -15.166260 -9.476640 1.89 -1.42 -1.09
C -6.195660 -15.827360 -10.102350 -0.69 0.15 0.19
N -5.464030 -14.920040 -10.977350 -0.10 -0.71 -0.58
C -4.643400 -13.912770 -10.389910 0.65 1.49 1.02
C -3.603410 -14.392910 -9.321920 -2.51 -0.07 -2.40
O -2.801150 -15.329890 -10.118360 -4.17 2.08 1.14
C -1.626110 -15.474040 -9.515170 2.70 -1.10 -0.01
H -9.817850 -13.569440 -11.175200 0.06 -0.52 -0.37
H -8.891330 -13.072950 -9.890120 -0.07 -0.12 0.76
H -10.216390 -14.365280 -9.666510 0.05 0.33 0.54
H -7.937470 -15.845540 -8.738060 0.14 0.04 0.31
H -7.126760 -14.263090 -9.003240 -0.71 0.50 -0.01
H -6.494190 -16.707820 -10.671370 -0.09 0.08 -0.21
H -5.456600 -16.186010 -9.385930 -0.61 -0.21 0.80
H -4.815900 -15.421230 -11.567970 -0.19 -0.74 -0.26
H -5.291240 -13.111580 -10.034260 0.18 0.12 0.49
H -4.078830 -13.462700 -11.206480 0.11 0.11 -0.07
H -4.228500 -14.833570 -8.545280 0.60 -0.85 0.30
H -3.118840 -13.547040 -8.834270 0.78 -0.09 -0.55
H -1.114890 -16.109000 -10.238770 0.99 -0.25 0.61
H -1.725770 -15.939120 -8.534420 0.38 -0.04 0.22
H -1.145970 -14.496810 -9.464400 0.66 -0.26 0.78
C -2.096510 -16.500850 -13.695190 -0.10 -1.91 2.47
O -1.654250 -17.523970 -13.227500 1.43 -1.75 1.69
N -2.362700 -16.395240 -14.933920 -0.90 0.92 -4.33
N -2.537120 -15.465750 -13.004070 -0.04 1.46 2.05
H -2.073040 -17.137830 -15.554200 -0.15 0.74 -0.22
H -2.684720 -15.450760 -15.090000 0.00 -0.62 -2.01
H -2.981170 -14.715690 -13.514290 -0.18 0.48 0.62
H -2.332880 -15.465820 -12.014930 -0.38 0.44 -0.31
C -4.732150 -10.132980 -10.668700 1.41 2.51 4.09
O -4.626590 -9.619090 -9.559110 -0.19 0.47 1.00
N -5.781960 -10.719850 -11.088950 -3.25 -2.20 -1.53
N -3.764060 -10.081660 -11.540950 2.81 0.08 -1.90
H -6.613810 -10.733590 -10.516290 0.13 -0.27 -0.64
H -5.610020 -11.060490 -12.024100 -1.70 -0.51 -0.20
H -2.901940 -9.696810 -11.182140 0.05 -0.42 -0.20
H -3.746940 -10.855560 -12.189700 0.81 0.09 -0.45
C -0.646530 -11.609310 -11.131900 0.72 0.02 1.53
O -0.051930 -11.170280 -10.157210 0.17 -1.03 0.75
N -1.258950 -12.778580 -11.364730 -0.07 -1.31 1.75
N -0.778330 -10.905720 -12.214990 -0.11 2.96 -3.33
H -1.707170 -12.829380 -12.268390 -0.29 -1.20 0.40
H -1.217340 -13.459270 -10.619730 -0.49 0.06 -0.90
H -0.134340 -10.145280 -12.379630 -0.58 -0.05 -0.13
H -1.455580 -11.259470 -12.875510 0.38 0.85 -0.72
C -4.543000 -8.866060 -15.426730 0.39 1.61 -3.06
O -4.317890 -7.766680 -15.795260 0.58 5.04 -1.83
N -4.260460 -9.295580 -14.295460 1.78 -2.22 7.83
N -4.976160 -9.820700 -16.177600 -2.54 -3.63 -3.28
H -4.452050 -10.273190 -14.129120 0.51 0.15 0.71
H -3.609740 -8.804360 -13.699330 -0.51 -0.10 -0.07
H -5.302030 -9.677800 -17.122850 0.02 -0.03 0.43
H -5.196340 -10.649210 -15.643580 -0.30 -0.49 -1.07
C -7.086590 -13.114600 -17.172830 0.12 0.30 -2.17
O -7.736300 -13.133660 -18.179640 -2.06 -0.25 -2.24
N -7.391250 -12.510670 -16.070460 -2.74 2.18 3.56
N -5.877020 -13.573360 -17.066730 3.22 -1.98 -0.21
H -8.108720 -11.800500 -16.102050 0.13 -0.26 0.20
H -6.677440 -12.476170 -15.356740 -0.32 0.65 0.41
H -5.536830 -13.500320 -16.118560 1.37 -0.95 -0.37
H -5.470110 -14.127800 -17.806410 -0.04 0.13 0.44
C -8.495460 -10.588540 -12.923150 1.55 -0.23 -0.68
O -8.497130 -11.632020 -12.319190 -0.22 -2.48 1.34
N -7.563560 -10.203080 -13.761730 1.88 0.25 -1.77
N -9.398890 -9.675000 -12.805780 -4.17 3.10 1.01
H -7.635850 -9.297440 -14.202950 0.44 -0.42 -0.04
H -6.783300 -10.816040 -13.950340 0.34 0.16 0.01
H -10.262590 -9.858260 -12.315340 0.36 0.10 -0.04
H -9.286290 -8.791390 -13.281860 -0.35 -0.28 0.26
C -1.270720 -13.560240 -16.701700 1.86 -1.37 -2.66
O -0.542840 -14.002490 -17.583140 0.84 -0.04 -0.52
N -0.901960 -12.773570 -15.731140 0.65 1.76 2.43
N -2.548710 -13.855550 -16.682050 -3.39 -0.76 0.02
H 0.043860 -12.447930 -15.591570 -0.41 -0.29 -0.17
H -1.667530 -12.546330 -15.112780 0.40 0.65 0.64
H -2.942040 -14.452460 -17.395560 0.45 0.17 0.19
H -3.096410 -13.711030 -15.845850 -0.40 0.13 -0.14

***

5.
18
Properties=species:S:1:pos:R:3:forces:R:3 method="wB97M-V/def2-TZVPD" e_above_lowest_kj_mol=386.41 e_homo_ev=-10.101 smiles="C/C(Cl)=C/C#N.C[SiH2]Cl"
C -2.017148 -0.717210 -1.586833 -2.21 -1.02 -1.27
C -2.248250 0.479494 -0.729325 -0.46 0.21 -1.02
Cl -3.356186 1.573268 -1.494489 0.22 0.46 0.33
C -1.700288 0.752060 0.441592 0.90 1.12 1.40
C -1.714554 2.044705 1.119823 -1.40 -1.09 -0.68
N -1.855250 3.023618 1.699608 0.19 0.35 0.17
H -0.996399 -0.798262 -1.977075 -0.37 0.26 -0.15
H -2.881564 -0.790044 -2.403477 2.36 0.45 1.38
H -2.233492 -1.620511 -1.035245 0.31 -0.36 0.53
H -1.092378 0.053161 1.010508 -0.07 -0.34 -0.57
C 2.678918 0.500862 1.802448 -0.45 0.09 1.45
Si 1.572924 1.363716 0.571652 0.40 1.87 -0.17
Cl 2.450040 2.758360 -0.801908 0.34 -0.78 0.48
H 3.454656 0.198966 1.166423 1.45 -0.70 -1.15
H 3.227283 1.239692 2.494912 -1.30 -1.46 -0.42
H 2.271491 -0.531858 2.205758 0.62 2.49 -0.27
H 0.666707 2.456521 1.065042 0.05 -1.14 0.21
H 1.123805 0.336765 -0.338972 -0.57 -0.40 -0.24

***

6.
79
Properties=species:S:1:pos:R:3:forces:R:3 method="wB97M-V/def2-TZVPD" spin_multiplicity=5 s2=6.05 e_above_lowest_kj_mol=247.49 e_homo_ev="-5.247 / -7.368"
Rh 0.432678 0.417961 0.199294 0.40 0.53 0.34
O -2.786722 3.891261 4.845694 -1.85 0.40 0.36
C -1.573022 3.862461 4.935594 1.35 -1.37 -2.24
O -0.722322 4.258261 5.706194 0.72 0.70 1.48
C -0.922722 3.094661 3.691994 -1.27 1.27 0.86
C 0.067678 2.147761 3.918894 1.00 -1.20 -1.23
C 0.552878 1.442561 2.827294 0.05 0.37 1.87
N 0.081178 1.699161 1.588894 0.16 -0.26 -0.40
C -0.889322 2.626561 1.361494 -1.12 0.74 -1.11
C -1.406022 3.357561 2.427094 0.66 -0.48 -0.06
C -1.324722 2.678661 -0.006806 0.17 0.29 1.34
C -2.133622 3.683161 -0.556506 -0.24 0.07 -0.50
C -2.457122 3.642361 -1.890106 -0.03 0.30 0.70
C -1.978922 2.581061 -2.670406 0.47 -0.66 -0.14
C -1.178022 1.629361 -2.076906 -0.44 0.26 -0.96
N -0.851122 1.656661 -0.789106 0.10 -0.31 -0.14
C 1.534178 0.368961 2.853294 0.12 -0.19 0.04
C 2.265078 0.007161 3.983794 -0.09 0.03 -0.18
C 3.143578 -1.054139 3.915994 -0.13 0.06 -0.33
C 3.314078 -1.702439 2.694394 -0.12 0.15 0.13
C 2.578378 -1.282739 1.601194 0.45 -0.42 -0.09
N 1.691678 -0.293739 1.671094 0.34 0.30 0.50
H 0.402878 1.944061 4.921994 0.07 0.09 0.11
H -2.194522 4.076861 2.279094 -0.14 0.04 0.10
H -2.477122 4.490761 0.071094 0.01 0.05 0.07
H -3.049622 4.427061 -2.333606 -0.10 0.05 -0.01
H -2.209422 2.513761 -3.720306 0.02 -0.08 -0.11
H -0.774522 0.809761 -2.658506 0.00 -0.01 0.00
H 2.128578 0.560761 4.899194 -0.05 0.02 0.05
H 3.690778 -1.366939 4.792194 0.07 -0.01 0.05
H 4.008878 -2.520039 2.591994 0.03 -0.08 -0.07
H 2.713978 -1.745839 0.630694 -0.11 0.04 0.08
C -5.145522 -2.367539 0.017894 0.05 0.00 -0.03
C -4.430822 -1.475139 0.969494 -0.04 0.30 0.32
C -4.913022 -0.293739 1.466194 0.17 -0.30 -0.16
C -4.091222 0.457761 2.340594 -0.14 -0.21 -0.21
N -2.863522 0.082561 2.633494 -0.34 0.67 0.19
C -2.399822 -1.063339 2.152994 0.36 -1.09 0.02
S -0.873922 -1.633739 2.531394 0.33 -0.25 -0.28
N -3.201922 -1.866439 1.375594 -0.45 0.38 0.11
C -4.615022 1.691761 2.976694 0.11 0.06 0.03
H -6.133822 -1.982239 -0.212606 -0.03 0.01 0.01
H -5.237222 -3.374839 0.424294 -0.03 -0.03 0.02
H -4.562422 -2.423239 -0.900606 -0.01 -0.02 -0.10
H -5.894022 0.062561 1.198094 -0.09 -0.03 -0.05
H -2.786922 -2.719339 1.015194 0.00 0.26 0.13
H -5.109722 2.319261 2.239394 -0.08 0.11 -0.07
H -3.821322 2.239561 3.474194 0.05 0.16 0.11
H -5.358622 1.415961 3.724894 -0.08 -0.01 0.05
O 7.900878 -0.054839 -3.954206 0.13 -0.05 0.06
C 6.643878 -0.536139 -4.005306 0.23 -0.37 -0.52
O 6.377778 -1.428039 -4.765806 0.07 0.25 0.25
C 5.624978 0.098661 -3.130106 -0.60 0.28 0.33
C 4.285978 -0.195839 -3.403306 0.31 0.00 -0.16
C 3.271178 0.379161 -2.674606 -0.09 -0.10 0.04
C 3.573678 1.240261 -1.616306 -0.29 0.31 -0.06
S 2.330878 2.042761 -0.717106 0.41 -0.26 0.17
C 4.912778 1.529361 -1.332006 0.12 0.24 0.11
C 5.925178 0.975361 -2.084306 0.04 -0.22 0.02
H 7.999378 0.655361 -3.309206 -0.10 -0.02 -0.07
H 4.076878 -0.889239 -4.204106 -0.05 0.01 -0.05
H 2.238778 0.180961 -2.917006 -0.04 -0.04 0.01
H 5.138178 2.194761 -0.511906 0.06 0.09 0.01
H 6.946078 1.224061 -1.818406 -0.01 -0.02 0.01
O -1.875722 -0.994639 -0.738606 0.75 -0.81 -0.97
C -0.907622 -1.536639 -1.271306 -1.50 0.63 0.51
N 0.389078 -1.142639 -1.060406 -0.02 0.35 0.16
C 1.262378 -2.032739 -1.646406 0.79 -0.01 0.44
O 2.471778 -2.013939 -1.497906 -0.47 -0.21 -0.29
C 0.445278 -2.999939 -2.422906 -0.84 -0.25 -0.20
C 0.796578 -4.052539 -3.242306 0.06 0.17 0.13
C -0.229722 -4.798539 -3.810606 -0.05 -0.04 -0.07
C -1.565522 -4.500239 -3.567006 0.03 -0.05 -0.06
C -1.919722 -3.434039 -2.750606 0.02 0.24 0.19
C -0.901522 -2.691739 -2.183106 0.58 -0.72 -0.50
H 1.832578 -4.281339 -3.434406 0.13 -0.06 -0.01
H 0.013578 -5.621739 -4.465306 0.03 -0.09 -0.03
H -2.339222 -5.105139 -4.022906 0.03 0.02 -0.01
H -2.957422 -3.183339 -2.575906 -0.01 0.00 0.03